{"formula": "C3H6NO2PS", "method": "wB97M-V/def2-TZVPD", "elements": ["C", "H", "H", "O", "H", "H", "S", "O", "C", "H", "C", "H", "N", "P"], "xyz": [[0.0207, -1.1230, -0.1490], [2.8522, 1.2758, 0.2053], [-0.0154, -1.6206, -1.0886], [-1.8325, 1.7762, 0.0778], [-3.0595, 0.3283, 0.4571], [0.0797, -1.6512, 0.8313], [-2.8325, -0.8965, 0.0579], [0.3030, 1.2732, -0.1900], [-0.9680, 0.9729, 0.0188], [1.8952, -0.0857, 1.6615], [1.0494, 0.1472, -0.6257], [1.0803, 0.1037, -1.6701], [-1.1700, -0.3459, -0.0123], [2.5973, -0.1544, 0.4260]], "nbo_charge": [-0.2512, 0.0038, 0.2060, -0.6196, 0.1675, 0.2141, 0.1587, -0.4989, 0.8580, -0.0139, -0.1283, 0.2012, -0.5815, 0.2841], "charge": 0, "smiles": "O=C1O[C@@H](P)CN1S", "de_lowest_kj_mol": 202.7, "e_tot_ev": -28915.2484, "e_lumo_ev": 0.60, "orbital_gap_ev": 9.36}


{"formula": "C62H111Cl3F3N9O7S", "method": "wB97M-V/def2-TZVPD", "elements": ["H", "H", "H", "H", "H", "H", "H", "C", "C", "C", "H", "H", "H", "H", "O", "H", "H", "H", "C", "C", "H", "H", "H", "H", "N", "H", "H", "C", "Cl", "H", "H", "H", "C", "H", "H", "H", "H", "C", "H", "S", "H", "C", "H", "O", "H", "H", "H", "H", "C", "H", "H", "C", "C", "H", "C", "C", "C", "F", "H", "C", "H", "H", "H", "H", "F", "C", "H", "Cl", "H", "H", "H", "Cl", "H", "N", "H", "C", "C", "H", "H", "C", "C", "H", "H", "H", "H", "C", "H", "C", "C", "H", "C", "N", "H", "H", "O", "H", "H", "H", "C", "N", "H", "N", "H", "C", "C", "C", "H", "C", "C", "H", "H", "C", "H", "N", "C", "C", "C", "H", "H", "C", "C", "C", "H", "H", "H", "H", "O", "H", "H", "H", "H", "H", "C", "H", "H", "H", "C", "C", "C", "C", "H", "H", "N", "H", "C", "C", "H", "N", "C", "H", "H", "C", "H", "C", "C", "C", "F", "C", "H", "H", "H", "H", "C", "H", "C", "H", "H", "H", "H", "O", "H", "H", "C", "C", "C", "H", "O", "C", "N", "C", "H", "C", "H", "H", "H", "H", "H", "C", "H", "H", "O", "H", "C", "H", "C", "H"], "xyz": [[-1.3049, -0.6788, 0.4902], [0.9267, -6.0722, 3.0151], [-1.9919, -6.8025, -5.3490], [1.9452, -4.6443, -8.2566], [1.6751, 8.3120, 0.1180], [-4.6790, 5.6960, -4.2556], [2.6226, -1.4913, 13.5387], [-3.4202, -0.7230, 2.2250], [1.5705, -4.5013, 8.7009], [6.1527, 2.2401, 5.2471], [-4.4316, -0.7474, 2.6305], [-6.6193, 5.8680, -5.7731], [-1.7501, -6.2429, 3.1313], [5.9985, 4.7750, 3.9818], [-0.8390, -4.2818, -5.6830], [-4.6138, 7.4516, -5.8495], [0.9486, -6.3858, -9.4121], [-1.4282, 0.0268, -2.7473], [-0.4181, -4.6916, -9.5124], [-0.7977, 0.4864, -1.9861], [-0.3404, -2.6601, 9.1294], [-4.9835, -4.2261, -2.6866], [4.9731, -2.5009, 12.3923], [5.3646, 2.7741, 5.7781], [-5.8872, -2.4689, -3.4349], [7.5479, 3.8583, 5.4343], [-3.0104, -6.6544, -6.6684], [-2.8106, 7.0954, -6.9078], [3.9488, 1.4080, -6.5495], [-1.6316, 1.0406, 4.2153], [0.2114, -4.1691, -10.2327], [4.5964, 3.5237, -5.7620], [-2.2654, -0.7815, 3.2395], [6.4848, -0.5185, 4.6481], [2.9328, -1.0653, 11.8481], [1.5175, -3.4846, -6.9284], [3.7420, -4.5130, -3.5578], [0.4843, -6.9410, -6.4805], [-0.6540, -2.0321, -7.3549], [-6.3303, 6.3401, 4.0281], [-1.9782, -7.0481, -8.8605], [6.4045, 0.1547, 3.7946], [-1.3391, 4.3220, -9.7472], [-4.2608, 2.9804, -7.1613], [-3.4644, -1.6196, 1.6068], [-1.9096, -2.6901, -8.3466], [5.1704, -4.2723, 0.4644], [1.1044, -1.6436, 9.2954], [-2.3271, 4.1332, -9.3274], [4.5275, -6.1101, -1.4416], [7.8571, 3.7467, 1.1620], [-1.6181, -5.7070, 0.9530], [-2.0072, -7.0013, -6.4206], [0.9893, 5.9523, -1.0428], [-0.8256, -2.6198, -8.2566], [-1.2144, -5.8965, 2.2598], [7.3311, 2.8996, 1.6024], [-7.0976, 8.3914, 5.5539], [-2.7356, -0.6224, -0.4875], [0.1632, -5.8745, 2.2772], [-1.4657, -4.5192, -9.7590], [-1.7853, 2.2802, 1.8221], [-6.3741, 4.2630, -6.2167], [-2.3488, 3.0436, -9.3484], [-6.5771, 8.9351, 3.5614], [-4.5842, 5.3179, -6.3921], [-7.0505, -0.7449, -3.4316], [4.4027, 2.2652, -3.9237], [1.8581, -3.6858, 13.9752], [4.2342, -3.4413, 13.6955], [-0.5950, 0.5262, 2.7784], [6.6329, 2.4488, -5.7608], [2.5313, -5.0392, 13.0237], [-0.8704, -4.8557, -7.0340], [-2.6320, 6.5906, -8.9775], [-0.1203, -6.2488, -9.5759], [-0.9364, -6.9500, -8.5553], [-2.2797, 1.7355, -1.0661], [1.5558, -2.9797, -8.5905], [-0.8334, -6.3780, -7.1205], [-6.9409, -1.7392, -3.0245], [-1.5465, 3.2030, -6.6686], [-0.3892, -4.6817, 10.6693], [-1.6740, 5.7682, -0.5504], [5.0640, 3.8248, 0.6314], [4.8932, -4.1129, -0.5671], [-2.5921, -5.8945, 0.5256], [-1.4063, 4.2563, -6.9115], [-1.4675, 1.0801, -0.7516], [-4.5207, 4.0418, -4.5698], [4.8812, 2.4870, -5.5825], [5.1608, 2.2235, 2.8691], [1.0123, -5.7120, 10.8373], [3.9097, -0.0095, 4.0482], [-7.3605, 5.2730, 4.0603], [-0.5443, -7.9662, -8.5959], [-4.1632, 2.0129, 0.0504], [-0.2915, -5.3017, -0.8702], [-7.2434, 8.0407, 4.3015], [-3.0419, 0.4669, 1.2299], [-8.5558, -2.0275, -1.4529], [2.7021, -3.4467, 10.6210], [-0.3846, 9.1299, 1.5272], [2.7939, -3.1525, 12.1087], [-7.6872, -2.3399, -2.0136], [-1.5906, 0.6128, 3.2136], [-1.3495, 4.8387, -5.9920], [5.4523, 4.2931, 1.5358], [0.5719, -4.2828, 12.4612], [2.3043, -5.3073, 8.7066], [-1.6085, -1.6423, 3.1149], [0.7047, 7.8384, 0.1000], [0.1619, -2.0701, 10.6459], [4.7372, -2.8052, -0.9634], [7.2195, 3.1382, 4.6848], [2.3427, -1.7027, 12.5066], [-4.1535, 5.0074, -4.9173], [-0.3236, -6.5686, -10.5979], [4.9966, -1.9419, -0.5079], [-2.2871, 6.2225, -8.0113], [0.6476, -4.6986, 11.0054], [4.2960, 0.7844, 4.6873], [4.4694, 0.4579, 5.7127], [-4.9292, 1.4003, 1.4376], [-0.4371, 4.2270, -7.4094], [-2.2152, 6.9309, -6.0097], [-5.3280, 6.1858, 5.0811], [-2.6766, 8.1289, -7.2272], [-4.7942, 7.2415, -7.5587], [1.6044, -5.3382, 0.7981], [1.3097, -1.4683, 12.2495], [3.5323, 1.5381, 4.8795], [6.0974, 3.2772, 2.4253], [-2.3037, 7.4464, 1.1064], [1.9461, -3.7831, 7.9720], [-5.1163, -2.1974, -4.0284], [1.9469, -4.1201, 12.9794], [-1.0151, 6.5831, -0.2893], [6.7266, 4.0704, 3.5798], [4.4187, -2.8726, -2.3082], [8.0971, 2.4106, 2.2042], [-0.2052, -0.3611, -1.6413], [0.6268, -5.3941, 1.0456], [0.5151, -8.0304, -6.4639], [4.1474, -4.2122, -2.6030], [-6.0683, 5.2704, -6.4993], [4.6798, -4.1286, 12.1085], [-1.4181, 7.4736, 0.6215], [-2.0821, -0.0053, 0.1291], [-4.8424, 0.2357, 0.1551], [7.4230, 0.3903, 3.4860], [5.5341, 1.3887, 4.0935], [-0.4721, -2.1949, -9.1961], [1.3044, -3.8201, -7.9434], [4.5551, -5.0325, -1.5070], [-0.4588, -5.4046, 0.1918], [-8.5248, 7.9518, 3.9159], [4.2376, -3.2729, 12.6186], [-6.9516, -4.1764, -0.9391], [-3.0766, 5.1203, -4.7921], [6.5264, 1.5587, 6.0114], [-3.1746, 1.9358, 2.8521], [-4.2750, 6.8422, -6.6874], [-1.2175, 6.4168, -7.9316], [-0.1877, -4.0220, -8.0857], [-3.1351, 4.5146, -9.9518], [7.1131, 2.1742, 0.8186], [0.5877, -6.7606, -5.4105], [0.7146, -5.0418, 8.2968], [-5.6312, 6.4010, 2.7334], [-6.5222, 5.5223, -7.4578], [1.3587, -6.6133, -7.0427], [0.3554, 6.6947, -0.5808], [-2.5626, 4.6926, -7.8441], [0.5590, -2.4864, 9.7201], [0.0043, -3.3684, 12.6340], [3.7131, -2.7451, 9.7985], [-6.8841, -3.5076, -1.7844], [-3.9636, 4.4064, -7.3629], [-2.3765, 1.4795, 2.2665], [8.1402, 2.6275, 4.4026], [-0.3378, 8.2851, 0.8560], [-0.2436, 1.2789, -2.4892], [6.1061, 5.1042, 1.2154], [-0.6870, 1.6564, -0.2548], [4.5626, -1.9157, -2.7879], [7.6195, 4.6208, 3.2836], [-5.8412, -3.5716, -2.6395], [4.5974, 4.7413, 2.0422], [0.0561, -5.0467, 13.0431], [4.5362, 1.5263, 1.7442], [6.1133, -0.4054, 2.9060], [-4.3145, 1.0815, 0.5959], [-1.9897, -8.0859, -6.5270], [1.4150, -3.7378, 10.0367], [-2.6885, -0.9637, 4.2274]], "lowdin_spin": [0.0000, 0.0000, -0.0007, 0.0003, 0.0000, 0.0013, 0.0015, 0.0000, 0.0042, -0.0006, 0.0000, -0.0002, 0.0000, 0.0004, 0.5593, -0.0004, 0.0000, 0.0000, 0.0000, 0.0000, 0.0019, 0.0000, -0.0005, 0.0003, 0.0000, 0.0001, -0.0001, -0.0001, 0.0000, 0.0000, -0.0004, 0.0000, 0.0000, 0.0013, 0.0014, 0.0014, 0.0000, 0.0151, -0.0005, 0.0000, 0.0001, 0.0135, 0.0000, 0.5833, 0.0000, -0.0002, 0.0000, 0.0015, 0.0043, 0.0000, 0.0011, 0.0000, 0.0027, 0.0000, 0.0038, 0.0000, 0.0158, 0.0000, 0.0000, 0.0000, 0.0005, 0.0000, -0.0009, -0.0004, 0.0000, 0.0220, 0.0000, 0.0000, -0.0004, -0.0002, 0.0000, 0.0000, 0.0004, 0.3625, 0.0002, -0.0001, -0.0008, 0.0000, 0.0012, 0.0194, 0.0000, 0.0015, -0.0003, 0.0000, -0.0009, 0.0000, 0.0000, 0.0135, 0.0000, 0.0022, 0.0000, 0.3424, 0.0004, -0.0006, 0.0000, -0.0004, 0.0000, 0.0000, 0.0000, 0.0000, 0.0000, 0.3398, 0.0000, 0.0174, 0.0000, 0.0000, 0.0002, 0.0030, 0.0000, -0.0004, 0.0000, 0.0000, 0.0003, 0.0000, 0.0000, 0.0175, 0.0166, 0.0000, 0.0001, -0.0007, 0.0009, 0.0029, -0.0003, 0.0000, 0.0010, 0.0000, 0.0000, 0.0000, 0.0002, 0.0000, 0.0003, 0.0000, 0.0234, 0.0000, -0.0007, 0.0000, 0.0005, 0.0000, -0.0001, 0.0000, 0.0002, 0.0000, 0.0000, 0.0014, 0.0000, 0.0034, -0.0005, 0.0000, 0.0000, 0.0000, 0.0001, 0.0204, -0.0001, 0.0139, 0.0000, 0.0000, 0.0000, 0.0008, 0.0000, 0.0001, -0.0004, 0.0000, -0.0007, -0.0003, 0.0201, 0.0001, 0.0019, 0.0017, 0.0000, 0.0000, 0.0000, 0.0000, 0.0000, 0.0197, 0.0181, 0.0000, 0.5710, 0.0000, 0.3339, 0.0000, 0.0000, 0.0000, 0.0000, -0.0002, 0.0000, 0.0000, -0.0004, 0.0000, 0.0001, 0.0001, 0.5749, 0.0017, 0.0000, -0.0003, 0.0253, 0.0000], "s2": 6.02, "charge": 0, "spin_multiplicity": 5, "e_tot_ev": -150375.7652, "e_lumo_ev": [-0.47, -0.89], "orbital_gap_ev": [6.65, 6.24]}